The following is a quantum chemistry calculation of C35H38ClLi2N3NaO12S as an isolated structure at a distorted geometry, from the OMol25 dataset.

Cartesian coordinates (Å):
O 3.96839 1.88725 -0.07796
C 2.72139 1.88564 -0.25004
C 1.91748 0.46528 -0.30157
C 0.39315 0.83113 -0.64714
C -0.05857 0.94976 -2.11932
C -1.52657 1.35119 -2.42834
Cl -1.96654 1.46316 -4.21787
C -2.57375 1.65413 -1.29515
C -2.04007 1.47912 0.15935
C -0.59986 1.08024 0.54557
S -3.26543 1.82813 1.52382
C -4.25258 3.23221 0.77645
C -4.77817 4.37157 1.67912
C -5.61922 5.50676 1.04575
C -5.89648 5.43759 -0.49932
C -5.31850 4.30118 -1.40129
C -4.46198 3.14393 -0.76721
N -3.94531 2.07416 -1.64507
C 1.88197 3.25016 -0.47031
C 1.63818 3.82073 -1.89062
C 0.80722 5.10369 -2.22589
C 0.16527 5.87672 -1.05260
C 0.41907 5.35843 0.40372
C 1.25678 4.06424 0.71948
H 2.30575 -0.21292 -1.13158
H 1.89226 -0.04457 0.73351
H 0.73527 0.74241 -2.92808
H -0.23014 0.96388 1.62575
H -4.54690 4.36863 2.79376
H -6.00952 6.34558 1.71637
H -6.53593 6.28147 -0.93036
H -5.55710 4.35676 -2.51212
H -3.89220 2.50283 -2.59401
H 2.08365 3.22954 -2.76405
H 0.69113 5.42561 -3.31832
H -0.46244 6.79259 -1.29912
H -0.03714 5.93480 1.28350
H 1.40288 3.72252 1.80165
Li 3.72215 -0.79625 -2.00352
C 3.72333 6.49993 2.81760
C 2.51895 6.65927 3.69800
N 1.56797 6.78448 4.38830
H 3.80776 7.35129 2.14036
H 4.62399 6.44220 3.43115
H 3.63442 5.58680 2.22651
C 0.47359 -2.58913 -0.99385
O -0.38022 -2.50747 -1.90366
O -0.07123 -3.04588 0.16238
O 1.70122 -2.32531 -0.99314
H -0.95612 -3.11755 -0.24887
C 5.22989 -4.61856 2.37983
C 4.04632 -4.90161 1.47807
C 2.72251 -4.79745 2.16866
O 1.90623 -5.66101 1.38720
C 2.73699 -6.59162 0.84739
O 2.36815 -7.59359 0.27604
O 4.04479 -6.25803 1.04041
H 6.16658 -4.87611 1.87131
H 5.26133 -3.56304 2.66659
H 5.19051 -5.22612 3.28906
H 4.09203 -4.26376 0.58883
H 2.32573 -3.78057 2.16301
H 2.73490 -5.17147 3.19794
Li 7.63410 -4.10601 2.54067
O 3.79993 6.28018 -1.86661
H 3.25246 5.56967 -1.55882
C 7.10937 -1.90281 -5.14507
C 5.88803 -1.77954 -4.28657
N 4.92496 -1.68254 -3.61352
H 7.17560 -1.04749 -5.81956
H 8.00160 -1.93247 -4.51758
H 7.05682 -2.81943 -5.73490
Na 2.95318 -9.63465 0.39791
C 0.49616 -7.05384 4.51639
C -0.48193 -6.59876 3.47876
O -1.54246 -7.53337 3.60139
C -1.48001 -8.04362 4.86457
O -2.32201 -8.73372 5.35620
O -0.32934 -7.66336 5.49431
H 1.06159 -6.22567 4.94803
H 1.19754 -7.80063 4.13033
H -0.86906 -5.59589 3.68136
H -0.06042 -6.61976 2.47324
C -6.60008 0.98364 -3.23277
C -7.96972 1.21118 -2.65104
O -8.43217 2.33145 -2.54299
C -8.74484 -0.00143 -2.20833
H -6.15981 1.94466 -3.50719
H -5.95733 0.50288 -2.49254
H -6.67511 0.36444 -4.12954
H -8.19703 -0.52627 -1.42270
H -8.91510 -0.66484 -3.05907
H -9.71212 0.31301 -1.81052

Calculated values
E_tot   -94112.4654 eV
Lowest unoccupied orbital energy   -5.332 eV
Net charge   +1
Orbital gap   1.21 eV

=====

The following is a quantum chemistry calculation of a 2-piece molecular cluster, C4H10N2O overall, from the OMol25 dataset.

Cartesian coordinates (Å):
H 0.24939 -0.52659 -2.16556
N -0.54573 -0.62809 -2.79855
C -1.60462 -0.40716 -2.16010
N -2.87966 -0.45548 -2.79377
H -1.63164 -0.18667 -1.08525
H -3.36574 0.42232 -2.62979
H -3.45548 -1.15903 -2.32926
C 1.78447 1.38561 2.78365
C 1.37483 0.42671 1.96360
C 0.01049 0.36190 1.34168
O 2.22964 -0.58058 1.61283
H 1.11000 2.18471 3.04474
H 2.78838 1.38260 3.18337
H -0.63589 1.11093 1.78382
H 0.08334 0.54276 0.26819
H -0.42941 -0.62523 1.50370
H 1.76903 -1.22085 1.07014

Calculated values
ΔE to the lowest compared entry with this formula, charge and spin   245.4 kJ/mol
E_tot   -9336.4446 eV
Lowest unoccupied orbital energy   0.492 eV
Orbital gap   9.47 eV

=====

- Which of these has the highest orbital gap?
  C4H10N2O